1.
Molecular formula: C5H6N2O2
Method: DFT, the ωB97M-V functional and the def2-TZVPD basis

## Properties
- Gap between HOMO and LUMO: 0.29384 Ha
- 2S+1: 1
- DFT total energy: -453.9198 Eh
- Molecular weight: 126.1 g/mol
- Energy above the lowest of the compared OMol25 structures with the same formula, charge and spin: 562.89 kJ/mol
- Total charge: 0
- LUMO: -0.0236 Ha
- HOMO level: -8.6 eV

Element x y z (Å)
C 2.5721 -0.8856 0.0042
C 0.7962 0.5339 0.0503
C -1.4140 -0.4431 -0.0481
C -1.9721 0.8174 0.0199
C -1.0253 1.7966 -0.0978
H 2.2331 -1.5856 -0.7068
H 3.7702 -0.7659 -0.1855
H 2.3613 -1.4841 0.9677
H -3.1236 -2.0617 -0.4737
H -3.1526 1.0149 0.5319
H -1.3302 2.8713 0.2816
N 2.1243 0.5319 -0.0409
N -0.1253 -0.5452 -0.0986
O -1.9438 -1.6680 -0.0339
O 0.2298 1.8733 -0.1704

2.
Molecular formula: C5H6N2O3
Method: DFT, the ωB97M-V functional and the def2-TZVPD basis

## Properties
- Gap between HOMO and LUMO: 0.30723 Ha
- 2S+1: 1
- DFT total energy: -529.2159 Eh
- Molecular weight: 142.1 g/mol
- Energy above the lowest of the compared OMol25 structures with the same formula, charge and spin: 406.57 kJ/mol
- Total charge: 0
- LUMO: 0.0140 Ha
- HOMO level: -8.0 eV

Element x y z (Å)
O 3.5880 1.0996 0.6760
C 2.6661 0.1548 0.4533
C 2.7816 -1.2190 0.2815
O 3.9748 -1.8635 0.3831
C 1.4769 -1.7268 0.1092
C 0.5962 -0.6562 0.2422
N 1.3523 0.4837 0.4559
C -0.8361 -0.6380 0.3170
N -1.7277 -1.0037 1.0937
H 4.4737 0.7451 0.5487
H 3.9054 -2.7650 0.0646
H 1.1999 -2.7469 -0.1455
H 1.0063 1.4116 0.6636
H -2.6210 -1.2672 0.0940
O -1.9186 -0.9170 -1.1404
H -1.3870 -1.4938 -1.6982

3.
Molecular formula: C5H6N2S
Method: DFT, the ωB97M-V functional and the def2-TZVPD basis

## Properties
- Gap between HOMO and LUMO: 0.30415 Ha
- 2S+1: 1
- DFT total energy: -701.7754 Eh
- Molecular weight: 126.2 g/mol
- Energy above the lowest of the compared OMol25 structures with the same formula, charge and spin: 166.90 kJ/mol
- Total charge: 0
- LUMO: 0.0184 Ha
- Structure (SMILES): S/C=C\c1cnc[nH]1
- HOMO level: -7.8 eV

Element x y z (Å)
S 0.7022 0.8442 -2.4809
C 0.5159 -0.7746 -1.9571
C 0.0964 -1.0700 -0.6831
C -0.0902 -0.2284 0.4727
C -0.4263 -0.8377 1.6682
N -0.8399 0.1730 2.5585
C -0.5696 1.3036 1.9750
N -0.1378 1.1395 0.6890
H 0.9285 0.8120 -3.8215
H 0.6442 -1.6153 -2.6659
H 0.1927 -2.1296 -0.2105
H -0.6180 -1.8427 2.0578
H -0.7059 2.3038 2.3005
H 0.3077 1.9221 0.0973

4.
Molecular formula: C5H6N2S
Method: DFT, the ωB97M-V functional and the def2-TZVPD basis

## Properties
- Gap between HOMO and LUMO: 0.33666 Ha
- 2S+1: 1
- DFT total energy: -701.7515 Eh
- Molecular weight: 126.2 g/mol
- Energy above the lowest of the compared OMol25 structures with the same formula, charge and spin: 229.52 kJ/mol
- Total charge: 0
- LUMO: 0.0285 Ha
- Structure (SMILES): S/C=N/n1cccc1
- HOMO level: -8.4 eV

Element x y z (Å)
S 3.7761 0.1801 -0.1783
C 2.2056 -0.5366 -0.0971
N 1.3220 0.3721 0.0192
N -0.0036 0.1393 0.0507
C -0.8799 1.1897 0.0871
C -2.1467 0.6884 0.0782
C -2.0370 -0.7218 0.0402
C -0.7097 -1.0322 0.0230
H 3.0193 1.2847 -0.0936
H 2.0935 -1.6105 -0.1593
H -0.5129 2.1957 0.1023
H -3.0534 1.2566 0.1062
H -2.8505 -1.4195 0.0243
H -0.2228 -1.9860 -0.0029

Please write out number 1 again, unchanged.
Molecular formula: C5H6N2O2
Method: DFT, the ωB97M-V functional and the def2-TZVPD basis

## Properties
- Gap between HOMO and LUMO: 0.29384 Ha
- 2S+1: 1
- DFT total energy: -453.9198 Eh
- Molecular weight: 126.1 g/mol
- Energy above the lowest of the compared OMol25 structures with the same formula, charge and spin: 562.89 kJ/mol
- Total charge: 0
- LUMO: -0.0236 Ha
- HOMO level: -8.6 eV

Element x y z (Å)
C 2.5721 -0.8856 0.0042
C 0.7962 0.5339 0.0503
C -1.4140 -0.4431 -0.0481
C -1.9721 0.8174 0.0199
C -1.0253 1.7966 -0.0978
H 2.2331 -1.5856 -0.7068
H 3.7702 -0.7659 -0.1855
H 2.3613 -1.4841 0.9677
H -3.1236 -2.0617 -0.4737
H -3.1526 1.0149 0.5319
H -1.3302 2.8713 0.2816
N 2.1243 0.5319 -0.0409
N -0.1253 -0.5452 -0.0986
O -1.9438 -1.6680 -0.0339
O 0.2298 1.8733 -0.1704